The following is a quantum chemistry calculation of a structure of composition C14H12Cl2O2PbS2 at a distorted geometry, from OMol25.

Element x y z (Å)
Pb  -15.124  11.950  7.426
Cl  -18.398  14.521  7.656
C  -19.331  13.837  9.045
Cl  -18.685  12.317  9.740
H  -20.332  13.648  8.662
H  -19.369  14.589  9.788
O  -9.428  4.948  9.960
C  -9.705  6.160  10.483
O  -8.994  6.653  11.332
C  -10.958  6.855  9.938
C  -10.858  7.994  9.106
C  -11.919  8.851  8.912
C  -13.130  8.574  9.525
S  -14.567  9.595  9.333
C  -13.286  7.423  10.304
C  -12.174  6.592  10.479
H  -10.139  4.669  9.378
H  -9.878  8.101  8.651
H  -11.847  9.786  8.341
H  -14.243  7.269  10.733
H  -12.355  5.687  11.062
S  -14.367  12.824  5.284
C  -12.921  12.354  4.338
C  -12.147  11.256  4.707
C  -10.981  10.992  4.035
C  -10.622  11.870  2.988
C  -11.444  12.909  2.584
C  -12.612  13.165  3.260
H  -12.465  10.691  5.584
H  -10.335  10.160  4.280
H  -9.665  11.721  2.456
H  -11.168  13.565  1.718
H  -13.339  13.897  2.932

Forces on atoms 1 to 2 (eV/Å):
Pb -1.0 -0.8 2.3
Cl 0.1 -0.5 0.5

Calculated values
HOMO-LUMO gap (alpha / beta): 6.07 / 4.36 eV
Charge: +2
E_tot: -2600.07475 hartree
Energy relative to the best compared isomer or geometry (same formula, charge and spin): 0.0 kcal/mol
Spin multiplicity: 1

Atom charges from the Mulliken analysis, given in e for atoms 1 to 2: atom 1 (Pb): 0.98, atom 2 (Cl): -0.17